# 1
Molecular formula: C6H10N2O
Method: DFT, ωB97M-V with the def2-TZVPD basis set

The HOMO energy comes out at -8.28 eV. The orbital gap comes out at 8.81 eV. Its total energy is -419.25437 a.u. Its multiplicity is 1. For the relative energy (zero: lowest compared OMol25 entry of this formula, charge and spin), the calculation gives 3.5954 eV.

CARTESIAN COORDINATES (ANGSTROEM)
C: 2.61 -0.04 -0.13
C: 1.17 -0.77 -0.09
C: 0.22 -0.52 1.00
C: -0.28 1.57 -0.04
C: -0.07 -0.52 -1.01
C: -0.96 -0.97 0.09
H: 3.18 -0.55 0.69
H: 3.10 -0.14 -1.07
H: 2.49 0.99 -0.07
H: 1.25 -1.95 0.13
H: 0.22 -1.00 1.95
H: -0.53 1.29 1.92
H: -0.53 2.65 0.06
H: -0.15 -0.90 -1.99
H: -0.95 -2.02 0.25
H: -2.85 -0.66 0.73
N: -0.11 0.87 1.14
N: -0.37 0.99 -1.15
O: -2.26 -0.41 -0.18

***

# 2
Molecular formula: C6H10N2O2
Method: DFT, ωB97M-V with the def2-TZVPD basis set

The HOMO energy comes out at -9.09 eV. The orbital gap comes out at 9.50 eV. Its total energy is -494.54492 a.u. Its SMILES is CNC1=CC(=O)N2C[C@@H]12.O. Its multiplicity is 1. For the relative energy (zero: lowest compared OMol25 entry of this formula, charge and spin), the calculation gives 2.6885 eV.

CARTESIAN COORDINATES (ANGSTROEM)
C: -1.11 1.72 -0.76
N: -2.40 1.08 -0.50
C: -3.56 1.83 -0.46
C: -3.69 3.19 -0.72
C: -5.03 3.47 -1.15
O: -5.53 4.52 -1.52
N: -5.79 2.24 -1.16
C: -5.36 1.32 -2.22
C: -4.86 1.18 -0.83
H: -0.37 0.94 -0.96
H: -1.18 2.40 -1.62
H: -0.81 2.28 0.13
H: -2.50 0.15 -0.89
H: -2.91 3.95 -0.64
H: -6.12 0.62 -2.58
H: -4.68 1.71 -2.98
H: -5.22 0.36 -0.20
O: -3.36 1.12 2.10
H: -2.54 0.80 1.43
H: -3.24 2.05 2.33

***

# 3
Molecular formula: C6H10N2O2
Method: DFT, ωB97M-V with the def2-TZVPD basis set

The HOMO energy (spin up / spin down) comes out at -5.84 / -7.99 eV. The orbital gap (spin up / spin down) comes out at 6.61 / 4.76 eV. Its total energy is -494.35916 a.u. Its multiplicity is 3. For the relative energy (zero: lowest compared OMol25 entry of this formula, charge and spin), the calculation gives 2.0187 eV.

CARTESIAN COORDINATES (ANGSTROEM)
C: 3.16 -0.81 0.59
C: 2.25 0.01 1.25
C: 2.04 0.11 -0.95
C: -3.05 -1.15 -0.42
C: -1.90 -0.19 -0.84
C: 0.36 1.40 0.28
N: 3.05 -0.62 -0.74
N: 1.37 0.49 0.25
O: 0.20 2.10 1.31
O: -1.44 0.41 0.32
H: 4.09 -1.32 0.96
H: 2.00 -0.03 2.22
H: 1.75 0.50 -1.83
H: -2.80 -1.72 0.59
H: -3.94 -0.53 -0.16
H: -3.30 -1.97 -1.16
H: -2.36 0.48 -1.62
H: -1.01 -0.80 -1.22
H: 0.12 1.76 -0.65
H: -0.57 1.87 1.83

***

# 4
Molecular formula: C6H10N2O3S
Method: DFT, ωB97M-V with the def2-TZVPD basis set

The HOMO energy (spin up / spin down) comes out at -7.28 / -7.28 eV. The orbital gap (spin up / spin down) comes out at 7.88 / 7.88 eV. Its total energy is -967.92853 a.u. Its multiplicity is 1. For the relative energy (zero: lowest compared OMol25 entry of this formula, charge and spin), the calculation gives 2.6649 eV.

CARTESIAN COORDINATES (ANGSTROEM)
C: 2.74 -0.56 -1.09
C: 1.01 1.87 -0.15
C: 3.47 -0.27 0.19
C: 0.99 -0.30 0.22
C: -1.29 -0.23 -0.57
C: -2.55 0.38 0.08
N: 1.46 -0.62 -1.00
N: -0.36 -0.53 0.51
O: 0.00 2.44 0.31
O: 2.04 2.14 -0.74
O: -2.07 1.12 1.22
S: 2.23 -0.44 1.55
H: 3.18 -0.65 -1.99
H: 4.29 -0.99 0.31
H: 3.87 0.71 0.36
H: -0.84 0.45 -1.18
H: -1.66 -1.11 -1.29
H: -3.20 0.89 -0.70
H: -3.28 -0.29 0.57
H: -0.46 -1.38 1.01
H: -0.90 1.93 0.55
H: -1.27 0.70 1.55

***

# 5
Molecular formula: C6H10N2O3S
Method: DFT, ωB97M-V with the def2-TZVPD basis set

The HOMO energy comes out at -7.81 eV. The orbital gap comes out at 7.91 eV. Its total energy is -967.96353 a.u. Its SMILES is NC1=CC=C[C@H](S(=O)(=O)O)[C@H]1N. Its multiplicity is 1. For the relative energy (zero: lowest compared OMol25 entry of this formula, charge and spin), the calculation gives 1.7128 eV.

CARTESIAN COORDINATES (ANGSTROEM)
N: 1.69 -1.67 1.19
C: 1.12 -0.48 0.67
C: 1.04 0.65 1.40
C: 0.41 1.76 0.85
C: -0.37 1.57 -0.29
C: -0.55 0.34 -1.02
S: -2.11 -0.32 -0.40
O: -2.89 -1.33 -1.02
O: -1.74 -0.60 0.97
O: -2.99 1.07 -0.34
C: 0.55 -0.68 -0.65
N: 1.47 -0.73 -1.81
H: 1.68 -1.82 2.18
H: 1.35 -2.49 0.82
H: 1.53 0.70 2.35
H: 0.30 2.60 1.48
H: -0.99 2.31 -0.69
H: -0.56 0.32 -2.03
H: -3.01 1.34 0.62
H: 0.13 -1.79 -0.59
H: 2.45 -0.94 -1.49
H: 1.50 0.18 -2.19

***

# 6
Molecular formula: C6H10N2O5
Method: DFT, ωB97M-V with the def2-TZVPD basis set

The HOMO energy comes out at -10.61 eV. The orbital gap comes out at 10.47 eV. Its total energy is -720.05383 a.u. Its SMILES is COC1[C@](C)([N+](=O)[O-])[C@@]1(C)[N+](=O)[O-]. Its multiplicity is 1. For the relative energy (zero: lowest compared OMol25 entry of this formula, charge and spin), the calculation gives 10.3651 eV.

CARTESIAN COORDINATES (ANGSTROEM)
C: 1.31 2.39 -0.86
O: 1.54 1.10 -0.24
C: 0.45 0.67 0.49
C: 0.27 -0.84 0.77
C: -0.31 -1.47 2.04
N: 1.19 -1.77 0.14
O: 2.33 -1.74 0.51
O: 0.72 -2.55 -0.68
C: -0.65 -0.03 -0.26
C: -0.61 -0.37 -1.77
N: -1.94 0.35 0.19
O: -2.12 0.52 1.38
O: -2.84 0.60 -0.58
H: 1.05 2.45 -1.93
H: 2.25 2.92 -0.54
H: 0.62 2.88 -0.22
H: 0.06 1.24 1.30
H: -0.62 -2.52 1.68
H: -1.17 -1.01 2.30
H: 0.40 -1.40 2.75
H: -1.12 -1.27 -1.98
H: 0.32 -0.50 -2.15
H: -1.15 0.35 -2.35

***

# 7
Molecular formula: C6H10N2S
Method: DFT, ωB97M-V with the def2-TZVPD basis set

The HOMO energy comes out at -7.40 eV. The orbital gap comes out at 8.16 eV. Its total energy is -742.24723 a.u. Its SMILES is CN(CS)c1ccc[nH]1. Its multiplicity is 1. For the relative energy (zero: lowest compared OMol25 entry of this formula, charge and spin), the calculation gives 1.2866 eV.

CARTESIAN COORDINATES (ANGSTROEM)
C: 0.89 2.12 -0.04
N: 0.53 0.90 0.71
C: 1.82 -0.13 0.91
S: 2.42 -0.89 -0.61
C: -0.46 -0.01 0.30
C: -0.96 -1.14 0.85
C: -1.99 -1.63 0.09
C: -2.17 -0.74 -0.97
N: -1.18 0.22 -0.84
H: 0.96 2.98 0.60
H: 1.80 2.09 -0.60
H: 0.13 2.29 -0.72
H: 1.32 -0.93 1.52
H: 2.53 0.42 1.50
H: 1.23 -1.24 -1.05
H: -0.58 -1.62 1.81
H: -2.54 -2.57 0.09
H: -2.72 -1.05 -1.94
H: -1.02 0.94 -1.59

***

# 8
Molecular formula: C6H10N3
Method: DFT, ωB97M-V with the def2-TZVPD basis set

The HOMO energy (spin up / spin down) comes out at -11.21 / -11.21 eV. The orbital gap (spin up / spin down) comes out at 6.96 / 6.96 eV. Its total energy is -398.56445 a.u. As for the total charge: +1. Its SMILES is C=C1NC=CN1/[NH+]=C/C. Its multiplicity is 1. For the relative energy (zero: lowest compared OMol25 entry of this formula, charge and spin), the calculation gives 2.7716 eV.

CARTESIAN COORDINATES (ANGSTROEM)
C: -0.91 1.93 0.25
C: -1.51 0.75 0.09
N: -2.83 0.47 -0.21
C: -3.05 -0.87 -0.16
C: -1.89 -1.50 0.14
N: -0.91 -0.51 0.27
N: 0.39 -0.75 0.23
C: 1.35 0.05 -0.14
C: 2.75 -0.40 -0.10
H: 0.07 2.07 0.64
H: -1.50 2.82 0.13
H: -3.52 1.17 -0.41
H: -4.01 -1.31 -0.36
H: -1.68 -2.54 0.28
H: 0.66 -1.69 0.55
H: 1.10 1.01 -0.57
H: 2.84 -1.46 0.11
H: 3.31 0.15 0.65
H: 3.23 -0.18 -1.06